[1]
# C12H12ClN3O3S2

An isolated molecule of C12H12ClN3O3S2 in a non-equilibrium geometry (wB97M-V/def2-TZVPD, the OMol25 dataset).

Results
Largest force on an atom in eV/A: 3.758
E_HOMO in eV: -9.8
LUMO energy in eV: -1.0
Total energy in Eh: -2110.96765
SMILES: CCCNC(=O)c1nnsc1S(=O)(=O)c1ccc(Cl)cc1

CARTESIAN COORDINATES (ANGSTROEM)
Cl (3.238, -0.402, -5.645)
S (-1.127, 3.502, -0.737)
S (1.562, 2.203, -0.101)
O (0.221, -0.858, 0.497)
O (1.869, 3.638, -0.178)
O (2.044, 1.557, 1.151)
N (-1.224, -0.539, 2.231)
N (-2.542, 2.730, -0.175)
N (-2.376, 1.568, 0.360)
C (2.094, 1.377, -1.630)
C (1.932, 2.084, -2.828)
C (-1.027, 1.143, 0.378)
C (2.725, 0.109, -1.665)
C (-0.630, -0.127, 1.030)
C (2.840, 0.266, -4.108)
C (2.991, -0.478, -2.891)
C (-2.396, -2.407, 3.249)
C (-0.226, 2.125, -0.185)
C (-3.225, -2.792, 2.066)
C (2.333, 1.554, -4.058)
C (-1.026, -1.823, 2.890)
H (-2.199, -3.207, 3.946)
H (-0.475, -2.531, 2.209)
H (2.972, -0.401, -0.712)
H (1.511, 3.075, -2.765)
H (-0.408, -1.763, 3.807)
H (2.274, 2.122, -4.969)
H (-4.132, -3.287, 2.403)
H (-1.943, 0.098, 2.602)
H (-3.442, -1.891, 1.459)
H (-2.643, -3.471, 1.452)
H (3.359, -1.504, -2.952)
H (-2.924, -1.671, 3.868)

[2]
# C12H12F12N6O8S4Zn

A structure of composition C12H12F12N6O8S4Zn in a non-equilibrium geometry (wB97M-V/def2-TZVPD, the OMol25 dataset).

Results
Largest force on an atom in eV/A: 5.132
E_HOMO in eV: -10.6
LUMO energy in eV: -0.2
Total energy in Eh: -5965.26222

CARTESIAN COORDINATES (ANGSTROEM)
Zn (0.274, -0.472, 0.248)
S (0.493, 1.448, 2.786)
S (0.758, -3.575, -0.888)
S (0.205, -3.457, 1.760)
S (0.145, 2.760, 0.503)
F (-1.575, -4.934, -0.594)
F (-1.464, -1.612, 2.897)
F (-0.385, -5.374, -2.445)
F (-1.515, 2.819, 3.995)
F (-1.530, -3.604, 3.846)
F (-1.519, -3.516, -2.217)
F (-1.923, 0.709, 3.916)
F (2.566, 2.153, -0.713)
F (-2.161, 1.923, 2.295)
F (2.753, 3.179, 1.094)
F (-2.476, -3.248, 1.766)
F (2.295, 4.328, -0.649)
O (1.242, -3.030, 2.677)
O (-0.245, 3.842, 1.458)
O (1.283, 2.572, 3.251)
O (-0.570, 2.787, -0.786)
O (0.188, -4.887, 1.421)
O (1.089, -2.727, -2.004)
O (0.754, 0.217, 3.451)
O (1.740, -4.611, -0.566)
N (2.703, -0.548, 0.338)
N (0.379, 1.167, 1.243)
N (-4.089, 3.324, -1.829)
N (-1.906, -0.251, -0.248)
N (0.227, -2.418, 0.435)
N (0.824, -0.042, -1.860)
C (1.300, 0.406, -2.810)
C (-0.816, -4.425, -1.531)
C (5.128, -0.670, 1.370)
C (-1.379, 1.758, 3.297)
C (-1.443, -2.936, 2.602)
C (-3.196, 3.401, -2.582)
C (-1.968, 3.353, -3.481)
C (3.748, -0.609, 0.801)
C (-3.024, -0.225, -0.001)
C (2.087, 3.164, -0.010)
C (-4.513, -0.165, 0.270)
C (1.994, 1.083, -3.970)
H (-4.685, 0.899, 0.430)
H (5.039, -0.457, 2.435)
H (-1.530, 2.362, -3.358)
H (5.465, -1.706, 1.360)
H (-4.755, -0.888, 1.049)
H (1.448, 1.949, -4.347)
H (5.814, -0.072, 0.770)
H (2.221, 0.406, -4.793)
H (-1.141, 4.038, -3.299)
H (-2.256, 3.382, -4.532)
H (2.892, 1.599, -3.630)
H (-4.993, -0.572, -0.620)

[3]
# C12H12F4O12

A cluster of 4 separate species, C12H12F4O12 in total in a non-equilibrium geometry (wB97M-V/def2-TZVPD, the OMol25 dataset).

Results
Largest force on an atom in eV/A: 2.960
E_HOMO in eV: -11.7
LUMO energy in eV: 0.3
Total energy in Eh: -1766.85454
SMILES: O=C1OC[C@@H](F)O1.O=C1OC[C@@H](F)O1.O=C1OC[C@@H](F)O1.O=C1OC[C@@H](F)O1

CARTESIAN COORDINATES (ANGSTROEM)
F (-1.838, 1.011, 1.687)
F (-0.619, -4.153, -0.108)
F (2.045, 2.247, 0.217)
F (-0.957, 5.556, -0.276)
O (0.969, 0.375, -0.096)
O (1.171, 3.616, -2.699)
O (3.446, -4.442, 0.595)
O (-0.820, 4.662, -2.314)
O (-2.454, 0.107, 5.798)
O (-1.237, 0.427, 3.831)
O (1.547, -3.381, 0.088)
O (-0.555, -0.521, -1.384)
O (2.166, -5.160, -1.150)
O (-2.922, -1.023, 3.929)
O (1.299, 0.408, -2.276)
O (-0.390, 2.715, -1.321)
C (0.480, -3.588, -0.805)
C (1.025, -4.650, -1.823)
C (2.512, 0.929, -1.699)
C (0.479, 0.022, -1.296)
C (0.078, 3.662, -2.201)
C (2.205, 0.986, -0.220)
C (-1.497, 3.284, -0.574)
C (-1.356, -0.039, 2.501)
C (-2.353, -1.130, 2.619)
C (-2.266, -0.129, 4.673)
C (-1.550, 4.678, -1.135)
C (2.461, -4.363, -0.082)
H (0.247, -2.662, -1.270)
H (-1.395, 3.328, 0.581)
H (-2.021, -2.172, 2.525)
H (-2.442, 2.779, -0.691)
H (0.272, -5.481, -2.079)
H (-3.195, -0.987, 1.884)
H (2.842, 0.536, 0.604)
H (1.349, -4.188, -2.744)
H (2.866, 1.832, -2.258)
H (3.299, 0.161, -1.918)
H (-2.555, 5.051, -1.265)
H (-0.339, -0.302, 2.154)

[4]
# C12H12FN

A cluster of 2 separate species, C12H12FN in total in a non-equilibrium geometry (wB97M-V/def2-TZVPD, the OMol25 dataset).

Results
Largest force on an atom in eV/A: 4.152
E_HOMO in eV: -8.7
LUMO energy in eV: 0.4
Total energy in Eh: -618.92766
SMILES: C#Cc1ccc(C)cc1.C=C/N=C/F

CARTESIAN COORDINATES (ANGSTROEM)
F (-5.212, 2.122, 0.803)
N (-4.628, 0.131, -0.067)
C (4.628, -0.962, -0.061)
C (-2.652, -0.927, -1.016)
C (1.060, -0.427, 1.270)
C (3.186, -0.560, 0.189)
C (-4.028, -0.781, -0.913)
C (2.381, -0.905, 1.263)
C (-0.623, 1.089, 0.696)
C (-4.361, 1.331, 0.054)
C (0.549, 0.463, 0.325)
C (1.419, 0.763, -0.786)
C (-1.491, 1.553, 1.356)
C (2.675, 0.199, -0.867)
H (3.176, 0.465, -1.769)
H (4.879, -1.950, 0.306)
H (5.313, -0.254, 0.522)
H (0.364, -0.891, 1.931)
H (-2.302, -1.634, -1.773)
H (1.013, 1.400, -1.515)
H (4.768, -0.863, -1.150)
H (2.704, -1.710, 1.877)
H (-2.456, 1.928, 1.676)
H (-4.640, -1.404, -1.609)
H (-2.038, -0.265, -0.391)
H (-3.683, 2.091, -0.352)

[5]
# C12H12IN

An isolated molecule of C12H12IN in a non-equilibrium geometry (wB97M-V/def2-TZVPD, the OMol25 dataset).

Results
Largest force on an atom in eV/A: 3.924
E_HOMO (spin up / spin down) in eV: -7.5 / -7.0
LUMO energy (spin up / spin down) in eV: 0.1 / 0.1
Total energy in Eh: -816.68959

CARTESIAN COORDINATES (ANGSTROEM)
I (3.308, 2.931, -0.454)
N (-1.921, -2.406, 2.607)
C (-1.364, -1.631, 1.655)
C (2.269, 1.184, -0.302)
C (1.895, 0.319, -1.501)
C (-0.825, -0.372, 1.724)
C (-0.028, 1.686, 0.719)
C (-0.440, 0.631, -2.830)
C (-1.367, -2.238, 0.376)
C (-0.208, -0.376, -0.643)
C (-0.383, 0.342, 0.539)
C (0.253, 2.909, 0.958)
C (0.432, 0.338, -1.842)
C (-0.678, -1.706, -0.682)
H (1.112, 3.443, 0.669)
H (-0.486, -2.213, -1.678)
H (2.573, 0.723, -2.278)
H (-0.812, 0.155, 2.609)
H (-0.039, 1.158, -3.689)
H (-1.955, -3.450, 2.442)
H (-1.886, -3.136, 0.338)
H (-0.395, 3.634, 1.534)
H (2.502, 0.440, 0.446)
H (-2.315, -2.083, 3.411)
H (2.256, -0.725, -1.258)
H (-1.500, 0.442, -2.869)

[6]
# C12H12N2O

A cluster of 2 separate species, C12H12N2O in total in a non-equilibrium geometry (wB97M-V/def2-TZVPD, the OMol25 dataset).

Results
Largest force on an atom in eV/A: 3.919
E_HOMO (spin up / spin down) in eV: -8.2 / -8.0
LUMO energy (spin up / spin down) in eV: -2.0 / -1.7
Total energy in Eh: -648.89542

CARTESIAN COORDINATES (ANGSTROEM)
O (1.632, -0.457, -1.092)
N (-5.145, -0.551, 0.386)
N (0.284, -2.943, -0.345)
C (-3.763, 1.268, 0.806)
C (-5.030, 0.666, 0.794)
C (1.921, 0.391, 1.077)
C (3.426, 0.104, 1.002)
C (0.955, -0.546, -2.354)
C (-2.682, 0.559, 0.385)
C (-4.168, -1.252, -0.055)
C (1.023, 0.246, -0.125)
C (-0.637, -2.181, -0.386)
C (2.510, -0.917, 1.655)
C (-2.827, -0.798, -0.056)
C (-1.669, -1.421, -0.445)
H (-0.098, -0.540, -2.108)
H (1.537, 1.070, 1.787)
H (1.338, 0.216, -3.040)
H (2.301, -1.745, 1.017)
H (-4.325, -2.307, 0.003)
H (1.428, -1.490, -2.781)
H (4.058, 0.718, 1.613)
H (2.586, -0.798, 2.670)
H (-3.768, 2.243, 1.164)
H (-5.989, 1.138, 1.143)
H (3.989, -0.038, 0.085)
H (-1.733, 1.018, 0.295)

Question: What is the formula in the second record?
Answer: C12H12F12N6O8S4Zn

Question: Which of these has the lowest largest force on an atom?
Answer: C12H12F4O12

Question: What is the formula in the sixth record?
Answer: C12H12N2O

Question: Number 6 is which compound?
Answer: C12H12N2O